(1)
Formula: C30H23ClI2N4O5SW
Source: the OMol25 dataset
Level of theory: ωB97M-V/def2-TZVPD

Cartesian coordinates (Å):
W -1.204 -0.808 -0.240
I 5.092 -4.462 -2.295
C 3.600 -3.049 -1.938
C 3.182 -2.219 -2.966
C 2.176 -1.302 -2.717
I 1.542 -0.026 -4.239
C 1.553 -1.198 -1.466
O 0.574 -0.324 -1.284
C 2.025 -2.026 -0.429
C 1.424 -1.968 0.955
N 0.604 -0.756 1.144
C 0.256 -0.512 2.544
C -0.878 0.472 2.591
C -1.170 1.182 3.744
C -2.262 2.029 3.762
C -3.030 2.149 2.615
C -2.680 1.416 1.501
N -1.621 0.593 1.477
C 3.037 -2.940 -0.676
H 3.627 -2.288 -3.949
H 2.229 -1.995 1.699
H 0.764 -2.818 1.138
H 1.118 0.040 0.779
H 1.113 -0.136 3.111
H -0.063 -1.453 2.997
H -0.546 1.048 4.617
H -2.517 2.578 4.658
H -3.908 2.778 2.581
H -3.275 1.444 0.601
H 3.381 -3.579 0.128
O -1.990 -2.777 3.335
C -2.366 -2.161 2.353
O -1.591 -2.041 1.304
C -3.708 -1.490 2.334
C -4.320 -1.311 3.574
C -5.564 -0.718 3.683
C -6.220 -0.316 2.525
C -5.621 -0.485 1.290
C -4.348 -1.057 1.164
S -3.686 -1.226 -0.460
H -3.792 -1.665 4.449
H -6.025 -0.586 4.653
H -7.203 0.136 2.584
H -6.130 -0.165 0.389
N -1.048 3.073 -2.123
C -2.334 2.764 -2.513
C -2.614 1.568 -1.938
N -1.519 1.154 -1.207
C -0.590 2.074 -1.358
H -0.515 3.878 -2.403
H -2.913 3.405 -3.152
H -3.503 0.962 -1.984
H 0.410 2.019 -0.969
Cl 0.309 -5.532 -7.093
C -0.123 -4.630 -5.673
C -0.928 -3.509 -5.805
C -1.260 -2.785 -4.674
C -0.796 -3.192 -3.429
C 0.009 -4.320 -3.311
C 0.353 -5.045 -4.438
C -1.091 -2.389 -2.230
O -0.725 -2.748 -1.078
O -1.646 -1.243 -2.305
H -1.277 -3.209 -6.783
H -1.869 -1.894 -4.745
H 0.374 -4.609 -2.334
H 0.986 -5.919 -4.369

Computed properties:
multiplicity	1
HOMO level	-6.38	eV
total energy	-89070.4464	eV
relative energy (zero: lowest compared OMol25 entry of this formula, charge and spin)	0.0	kJ/mol
Kohn-Sham gap	0.231	hartree

(2)
Formula: C30H23F3N4O4PPbS
Source: the OMol25 dataset
Level of theory: ωB97M-V/def2-TZVPD

Cartesian coordinates (Å):
Pb 1.805 0.933 -0.178
O 0.662 1.001 1.987
N 0.288 -0.370 2.080
C -0.678 -0.565 2.877
C -1.231 -1.915 3.124
C -1.577 -2.142 4.449
C -1.975 -3.395 4.899
C -2.025 -4.453 4.015
C -1.736 -4.237 2.674
C -1.378 -2.970 2.198
P -1.121 -3.050 0.440
C -2.455 -3.809 -0.432
C -2.365 -3.834 -1.835
C -3.383 -4.401 -2.574
C -4.495 -4.942 -1.932
C -4.602 -4.893 -0.551
C -3.590 -4.323 0.204
C 0.469 -3.720 0.096
C 1.565 -3.307 0.875
C 2.806 -3.874 0.662
C 2.966 -4.861 -0.309
C 1.880 -5.303 -1.050
C 0.628 -4.743 -0.850
H 0.004 1.588 2.404
H -1.098 0.250 3.469
H -1.501 -1.326 5.157
H -2.224 -3.540 5.942
H -2.298 -5.444 4.353
H -1.780 -5.083 1.999
H -1.515 -3.402 -2.349
H -3.315 -4.425 -3.654
H -5.288 -5.390 -2.517
H -5.478 -5.293 -0.057
H -3.713 -4.256 1.274
H 1.437 -2.574 1.666
H 3.645 -3.578 1.279
H 3.939 -5.309 -0.466
H 1.998 -6.101 -1.770
H -0.213 -5.133 -1.400
F -2.116 -0.610 -2.877
C -2.817 -0.243 -1.823
F -3.350 0.942 -1.988
F -3.721 -1.142 -1.516
S -1.662 -0.095 -0.368
O -0.551 0.733 -0.815
O -2.411 0.310 0.765
O -1.108 -1.531 -0.247
N 2.091 11.844 -2.016
C 2.213 10.713 -1.862
C 2.367 9.290 -1.666
C 1.357 8.425 -2.078
C 1.512 7.059 -1.918
C 2.673 6.586 -1.332
C 3.683 7.429 -0.908
C 3.527 8.793 -1.080
N 2.847 5.154 -1.160
C 4.023 4.458 -1.353
C 3.752 3.162 -1.084
N 2.407 3.059 -0.725
C 1.905 4.295 -0.784
H 0.461 8.823 -2.534
H 0.748 6.382 -2.280
H 4.573 7.042 -0.428
H 4.298 9.476 -0.748
H 4.926 4.939 -1.687
H 4.422 2.317 -1.137
H 0.893 4.584 -0.550

Computed properties:
multiplicity	1
HOMO level	-15.68	eV
total energy	-79130.7334	eV
charge	+3
Kohn-Sham gap	0.233	hartree

(3)
Formula: C30H23FeO4
Source: the OMol25 dataset
Level of theory: ωB97M-V/def2-TZVPD

Cartesian coordinates (Å):
C -1.970 1.444 -6.410
O -2.599 1.007 -5.186
C -1.890 0.525 -4.128
C -2.644 0.018 -3.041
C -2.005 -0.527 -1.938
C -0.606 -0.406 -1.697
C -0.008 -0.937 -0.380
C 1.505 -0.981 -0.341
C 1.915 -2.268 0.097
C 3.260 -2.577 0.319
C 4.225 -1.602 0.047
C 3.832 -0.427 -0.622
C 2.482 -0.164 -0.914
C 0.746 -3.141 0.219
C -0.427 -2.410 -0.128
C -1.459 -3.245 -0.595
C -1.518 -4.601 -0.196
C -0.436 -5.225 0.447
C 0.751 -4.504 0.561
C 0.122 -0.097 -2.877
C -0.485 0.456 -4.013
H -2.815 1.713 -7.057
H -1.331 2.321 -6.227
H -1.387 0.628 -6.865
H -3.732 0.078 -3.105
H -2.678 -1.012 -1.222
H 3.524 -3.535 0.767
H 5.272 -1.766 0.294
H 4.583 0.312 -0.898
H 2.241 0.705 -1.551
H -2.270 -2.909 -1.246
H -2.425 -5.186 -0.370
H -0.512 -6.260 0.791
H 1.647 -4.962 0.981
H 1.204 -0.238 -2.974
H 0.109 0.883 -4.838
O 0.919 4.080 6.352
C 0.511 3.947 5.266
Fe -0.078 4.002 3.624
C -0.994 5.538 4.141
O -1.326 6.567 4.564
C 1.324 4.908 3.060
O 2.055 5.812 2.985
C -1.544 0.589 3.154
C -0.887 -0.397 2.232
C -0.484 -0.038 0.768
C 0.274 1.208 0.729
C 0.671 1.970 1.820
C 0.380 2.098 3.263
C -0.933 1.652 3.757
H -2.491 0.251 3.625
H 0.011 -0.775 2.741
H -1.639 -1.193 2.114
H -1.589 0.042 0.199
H 0.299 1.729 -0.256
H 1.406 2.744 1.525
H 1.237 1.983 3.957
H -1.341 2.175 4.679

Computed properties:
multiplicity	5
HOMO level (alpha / beta)	-0.65 / -4.18	eV
total energy	-74053.2649	eV
charge	-1
Kohn-Sham gap (alpha / beta)	0.114 / 0.157	hartree

(4)
Formula: C30H23MnN5O4
Source: the OMol25 dataset
Level of theory: ωB97M-V/def2-TZVPD

Cartesian coordinates (Å):
Mn -0.063 0.963 0.180
C -0.544 3.681 -4.656
C -1.769 3.890 -4.035
C -1.978 3.481 -2.733
C -0.944 2.856 -2.022
C 0.286 2.640 -2.657
C 0.479 3.049 -3.962
N -1.082 2.453 -0.699
N -2.197 2.779 -0.089
C -2.284 2.331 1.175
C -3.411 2.641 1.958
C -3.496 2.160 3.239
C -2.449 1.388 3.760
C -1.369 1.121 2.954
N -1.277 1.558 1.693
H -0.385 4.014 -5.673
H -2.570 4.377 -4.577
H -2.926 3.625 -2.236
H 1.082 2.138 -2.119
H 1.434 2.881 -4.442
H -4.188 3.243 1.511
H -4.366 2.371 3.846
H -2.481 1.000 4.767
H -0.534 0.531 3.314
C 3.928 3.181 2.811
C 3.220 3.382 1.635
C 2.381 2.396 1.150
C 2.207 1.176 1.831
C 2.903 1.004 3.036
C 3.755 1.991 3.503
N 1.293 0.259 1.319
C 1.338 -1.109 1.601
C 2.531 -1.837 1.706
C 2.506 -3.200 1.949
C 1.303 -3.878 2.088
C 0.114 -3.174 1.968
C 0.129 -1.811 1.730
H 4.599 3.943 3.182
H 3.329 4.307 1.083
H 1.856 2.558 0.210
H 2.750 0.103 3.614
H 4.286 1.831 4.433
H 3.475 -1.327 1.567
H 3.441 -3.741 2.022
H 1.289 -4.942 2.287
H -0.832 -3.693 2.062
H -0.809 -1.271 1.651
O -1.663 -0.435 -0.788
C -0.656 -0.895 -1.369
O 0.455 -0.268 -1.372
C -0.741 -2.267 -1.957
C -1.879 -2.672 -2.645
C -1.997 -3.984 -3.060
C -0.986 -4.882 -2.749
C 0.164 -4.487 -2.083
C 0.291 -3.164 -1.701
N -1.141 -6.287 -3.130
O -0.284 -7.071 -2.768
O -2.115 -6.593 -3.793
H -2.664 -1.955 -2.844
H -2.861 -4.328 -3.608
H 0.934 -5.214 -1.873
H 1.182 -2.818 -1.194

Computed properties:
multiplicity	6
HOMO level (alpha / beta)	-7.21 / -7.74	eV
total energy	-78442.2851	eV
relative energy (zero: lowest compared OMol25 entry of this formula, charge and spin)	79.7	kJ/mol
Kohn-Sham gap (alpha / beta)	0.209 / 0.225	hartree